No. 1
{
  "formula": "C2H6O3S2",
  "method": "the ωB97M-V functional and the def2-TZVPD basis",
  "symbols": ["C", "C", "S", "O", "O", "S", "O", "H", "H", "H", "H", "H", "H"],
  "coordinates": [[-1.683446, -0.229765, -0.318815], [-0.786702, 0.161560, 0.779528], [0.998992, -0.823289, 0.019390], [0.979653, -0.873123, -1.420960], [0.913847, -2.110932, 0.727896], [2.705166, 0.487313, 0.530268], [1.917110, 1.799213, -0.211685], [-1.781912, -1.288334, -0.320825], [-2.738721, 0.216941, -0.040225], [-1.161764, 0.110494, -1.178238], [-0.792353, -0.309297, 1.729957], [-0.649850, 1.252351, 0.840109], [2.079976, 1.606870, -1.136395]],
  "forces_ev_per_angstrom": [[-2.3, 0.7, 2.0], [2.9, 0.5, -1.1], [-1.9, -0.5, 2.2], [0.1, 0.5, -0.1], [0.9, 1.7, -0.6], [-1.4, 0.1, -0.2], [0.8, -1.1, 0.7], [-0.2, -0.9, -0.3], [1.9, -0.6, -1.2], [-0.6, 0.5, -1.3], [-0.2, -0.5, 0.7], [0.4, -0.5, 0.0], [-0.1, 0.3, -0.7]],
  "energy_ev": -29981.6294,
  "smiles": "CCS(=O)(=O)SO",
  "spin_multiplicity": 1,
  "homo_lumo_gap_ev": 9.1,
  "total_charge": 0
}


No. 2
{
  "formula": "C2H6O3Tm",
  "method": "the ωB97M-V functional and the def2-TZVPD basis",
  "symbols": ["O", "C", "H", "H", "Tm", "O", "H", "C", "O", "H", "H", "H"],
  "coordinates": [[-1.360861, -1.244610, 0.541813], [-0.980896, -0.515768, -0.546575], [-1.754914, -0.092212, -1.221167], [-0.582825, -1.288885, -1.248939], [-1.615938, -0.159157, 2.442797], [-1.263596, 1.417416, 0.958032], [-0.290327, 1.664291, 0.256524], [1.622839, 0.029243, -0.222843], [0.447914, 0.524191, -0.814168], [2.440142, 0.771323, -0.249942], [1.446727, -0.204569, 0.844186], [1.891736, -0.901264, -0.739718]],
  "forces_ev_per_angstrom": [[0.5, 2.3, 1.6], [1.5, -2.9, -3.2], [0.4, 1.1, 1.5], [0.4, 0.4, 0.4], [1.0, 1.9, -4.7], [3.0, -0.1, 0.7], [-4.0, -1.8, 2.5], [-0.6, -0.6, 0.3], [-2.4, -0.2, 1.1], [-0.4, -0.2, -0.3], [0.2, 0.0, -0.1], [0.4, 0.1, 0.2]],
  "energy_ev": -37838.5509,
  "spin_multiplicity": 4,
  "homo_lumo_gap_ev": [6.5, 7.8],
  "total_charge": 0
}


No. 3
{
  "formula": "C2H6OS",
  "method": "the ωB97M-V functional and the def2-TZVPD basis",
  "symbols": ["C", "C", "O", "S", "H", "H", "H", "H", "H", "H"],
  "coordinates": [[1.430535, 0.529981, 0.503934], [-1.029201, 0.000653, -1.243508], [1.076035, -0.487298, 1.260126], [-1.755899, -0.407109, 0.213913], [0.770988, 1.432527, 0.504287], [2.415324, 0.578929, 0.146307], [-0.153214, -0.444892, -1.264228], [-1.432140, 0.878258, -1.709327], [0.101544, -0.361255, 1.495741], [-1.423972, -1.719792, 0.092756]],
  "forces_ev_per_angstrom": [[-1.6, 2.4, -0.5], [-3.5, 2.1, 0.4], [-1.5, -1.0, 1.4], [-1.4, -1.0, 0.9], [0.8, -0.8, 0.0], [1.1, -0.2, -0.3], [4.3, -1.6, -1.5], [0.5, 0.1, -0.4], [1.5, -0.4, -0.4], [-0.2, 0.3, 0.5]],
  "energy_ev": -15049.5052,
  "spin_multiplicity": 1,
  "homo_lumo_gap_ev": [6.9, 8.7],
  "total_charge": 0
}


Q: Which formula does entry 2 have?
A: C2H6O3Tm